No. 1
ORCA calculation (ωB97M-V with the def2-TZVPD basis set) on a single C20H22N4O3 molecule.

Properties
E_LUMO in eV: 0.012
ΔE to the lowest compared entry with this formula, charge and spin in eV: 0.0000
HOMO in eV: -8.953
SMILES string: CCCCCn1c(=O)[nH]c2cc(C(=O)NCc3ccccn3)ccc2c1=O

The geometry in ORCA input format:
```
! wB97M-V def2-TZVPD RIJCOSX def2/J DEFGRID3
* xyz 0 1
O -3.571 2.520 0.573
O 0.992 -3.061 -0.709
O 1.326 -0.075 -4.119
N -0.019 0.430 -2.384
N -3.156 1.619 2.596
N 1.149 -1.588 -2.424
N -2.539 1.830 5.119
C -2.988 1.701 1.262
C 0.658 -2.001 -1.193
C -0.860 -1.389 0.675
C 5.071 -2.139 -4.832
C 4.555 -2.882 -3.598
C 3.993 -1.827 -5.864
C -0.595 0.142 -1.172
C -3.561 3.666 6.915
C -4.029 3.619 5.614
C -2.569 2.776 7.304
C -2.094 1.879 6.364
C 2.094 -2.462 -3.111
C -3.485 2.679 4.743
C -0.277 -1.070 -0.551
C -1.478 1.022 -0.554
C 0.855 -0.392 -3.050
C 3.536 -2.081 -2.778
C -1.733 -0.516 1.284
C -3.962 2.568 3.321
C -2.039 0.704 0.673
H 1.888 -3.481 -2.779
H -4.799 4.294 5.272
H -2.551 1.067 3.189
H 3.261 -1.128 -5.469
H -2.194 -0.791 2.220
H -0.606 -2.338 1.122
H 5.413 -3.117 -2.965
H 4.108 -3.830 -3.904
H 3.674 -1.014 -2.966
H 1.908 -2.372 -4.181
H 3.484 -2.739 -6.170
H -1.322 1.161 6.609
H 5.844 -2.753 -5.300
H 4.444 -1.378 -6.746
H -3.918 3.539 2.815
H -3.961 4.384 7.615
H 3.692 -2.258 -1.711
H -5.015 2.250 3.316
H -0.245 1.301 -2.846
H -1.744 1.959 -1.021
H 5.542 -1.206 -4.513
H -2.178 2.781 8.309
*
```

---

No. 2
ORCA calculation (ωB97M-V with the def2-TZVPD basis set) on an isolated ion of composition C6H9F3NOS and charge +1 at a distorted geometry.

Properties
E_LUMO in eV: -4.762
ΔE to the lowest compared entry with this formula, charge and spin in eV: 0.0000
HOMO in eV: -14.493

The geometry in ORCA input format:
```
! wB97M-V def2-TZVPD RIJCOSX def2/J DEFGRID3
* xyz 1 1
S -2.991 0.570 1.268
F 1.176 0.191 -1.998
F 3.191 -0.397 -1.374
F 2.444 1.619 -0.929
O 2.544 -0.662 1.160
N -0.907 -0.539 0.331
C -1.667 -0.050 -0.826
C 0.405 -1.179 0.222
C 1.537 -0.147 0.338
C -1.536 -0.351 1.434
C -2.241 1.239 -0.278
C 2.101 0.312 -1.018
H 1.137 0.743 0.812
H 0.445 -1.719 -0.709
H -1.402 1.808 0.101
H 0.531 -1.858 1.051
H -1.172 -0.060 -1.780
H -1.189 -0.680 2.396
H -2.509 -0.745 -0.866
H 2.983 0.077 1.578
H -2.878 1.828 -0.912
*
```

---

No. 3
ORCA calculation (ωB97M-V with the def2-TZVPD basis set) on C7H9Cl2N2O2 as an isolated structure at a distorted geometry.

Properties
E_LUMO in eV: -3.738
ΔE to the lowest compared entry with this formula, charge and spin in eV: 0.0000
HOMO in eV: -13.666

The geometry in ORCA input format:
```
! wB97M-V def2-TZVPD RIJCOSX def2/J DEFGRID3
* xyz 1 1
Cl 1.425 -1.409 2.192
Cl 2.154 0.374 -2.003
O -1.019 -0.629 1.843
O -1.116 -1.256 -0.355
N 1.013 -1.977 -0.568
N -0.895 2.597 -1.319
C -1.852 -0.908 0.830
C 0.360 2.034 0.605
C 0.125 -0.882 -0.193
C 0.254 -0.292 1.372
C 0.621 1.082 1.507
C 0.431 0.585 -1.487
C -0.115 1.785 -0.741
H 1.509 -2.386 0.206
H -1.083 2.307 -2.314
H -2.599 -0.028 0.491
H 0.934 1.370 2.620
H 1.728 -1.386 -1.013
H 0.563 3.047 0.851
H 0.366 -2.634 -1.078
H -0.306 0.378 -2.323
H -2.498 -1.772 0.877
*
```

---

No. 4
ORCA calculation (ωB97M-V with the def2-TZVPD basis set) on C4H8BO2Zr as an isolated structure at a distorted geometry.

Properties
E_LUMO in eV: -17.479
HOMO in eV: -21.225

The geometry in ORCA input format:
```
! wB97M-V def2-TZVPD RIJCOSX def2/J DEFGRID3
* xyz 3 1
Zr 1.004 3.250 -0.091
O 2.413 -1.105 1.924
O -3.109 0.190 0.825
C 2.321 -0.593 0.889
C -2.425 -0.441 0.133
C -1.335 0.177 -0.851
C 0.975 -0.762 0.043
B 0.079 0.607 -0.095
H -0.054 1.145 0.991
H 1.300 -1.069 -0.994
H -1.739 1.027 -1.471
H 3.245 -0.032 0.521
H 0.605 1.450 -0.820
H -2.596 -1.576 0.139
H -1.107 -0.631 -1.604
H 0.421 -1.637 0.461
*
```

---

No. 5
ORCA calculation (ωB97M-V with the def2-TZVPD basis set) on a 12-piece molecular cluster, C6H35NO12 overall at a distorted geometry.

Properties
E_LUMO (alpha / beta) in eV: -3.275 / -8.103
ΔE to the lowest compared entry with this formula, charge and spin in eV: 0.0139
HOMO (alpha / beta) in eV: -13.539 / -13.538

The geometry in ORCA input format:
```
! wB97M-V def2-TZVPD RIJCOSX def2/J DEFGRID3
* xyz 1 2
O 0.411 -0.975 -2.382
O -5.035 1.738 -0.634
O -0.174 1.118 -3.954
O 3.481 -0.106 -1.238
O 3.515 1.835 1.486
O -2.024 -2.843 -1.491
O 3.658 -1.247 1.741
O 1.765 -2.762 -1.333
O 1.984 -1.601 3.842
O -2.266 -0.155 -0.661
O -3.928 -0.675 -2.770
O 1.039 1.114 4.194
N -0.894 0.717 0.970
C 0.925 2.020 -0.058
C -2.048 2.107 -0.868
C -0.690 -0.597 1.579
C -1.633 0.787 -0.208
C 0.285 -1.504 0.753
C 0.011 1.849 1.177
H 4.041 1.170 1.014
H 0.262 -2.546 1.146
H 2.462 -2.372 -0.795
H -4.552 2.572 -0.683
H 0.231 1.074 4.724
H -4.475 -0.025 -2.282
H 2.795 -1.322 2.180
H 1.451 -1.145 4.488
H -1.279 2.849 -1.139
H -2.531 1.856 -1.812
H 1.230 -0.968 0.726
H 1.129 -3.286 -0.836
H 0.598 1.552 2.034
H -5.021 1.541 0.308
H -1.721 -0.995 1.639
H 2.581 -0.134 -1.578
H 0.769 2.898 -0.664
H 2.000 2.009 0.200
H -2.456 -2.115 -1.981
H 1.669 1.788 4.497
H 0.667 1.256 -0.809
H -0.131 -1.531 -0.256
H -3.100 -0.181 -2.784
H -2.301 -2.442 -0.650
H -0.392 -0.392 2.606
H -2.519 2.715 -0.050
H 4.045 0.276 -1.930
H 1.132 -1.609 -2.519
H 0.466 1.390 -3.284
H 4.148 -2.077 1.767
H -0.410 -1.421 -2.133
H 2.904 -1.742 4.088
H -0.233 0.189 -3.634
H -0.673 2.694 1.357
H 3.131 1.308 2.196
*
```

---

No. 6
ORCA calculation (ωB97M-V with the def2-TZVPD basis set) on a 7-piece molecular cluster, C41H68O20 overall at a distorted geometry.

Properties
E_LUMO in eV: 0.338
HOMO in eV: -9.743
SMILES string: CCCCCCCCCCCCC[C@@H]1CCC(=O)O1.C[C@@H]1COC(=O)O1.C[C@@H]1COC(=O)O1.C[C@@H]1COC(=O)O1.C[C@@H]1COC(=O)O1.C[C@@H]1COC(=O)O1.C[C@@H]1COC(=O)O1

The geometry in ORCA input format:
```
! wB97M-V def2-TZVPD RIJCOSX def2/J DEFGRID3
* xyz 0 1
O 4.034 -11.181 -2.995
O -0.465 7.753 -0.245
O -0.845 -5.533 2.657
O -1.945 4.190 -4.009
O -3.792 10.189 -7.167
O -1.005 -3.494 3.615
O -0.221 4.565 -5.434
O -3.784 8.227 -8.284
O 0.157 4.008 5.967
O 1.006 -4.451 3.272
O -4.147 8.242 -6.078
O 0.203 7.597 1.907
O 0.605 5.860 7.138
O 1.754 3.961 7.561
O 4.871 -9.133 1.511
O 2.997 -10.165 0.886
O 2.878 -8.136 1.857
O -1.765 8.572 1.380
O 2.029 -11.746 -2.125
O 2.165 -10.075 -3.605
C 0.039 -1.002 2.219
C 2.208 2.619 -3.546
C -1.604 0.242 3.665
C -0.999 4.803 -4.325
C 0.094 -0.474 -0.244
C -1.149 7.379 6.393
C -3.898 9.007 -7.176
C -0.996 0.765 6.092
C 0.014 -7.715 1.990
C -1.447 -0.835 2.562
C -0.594 7.940 1.098
C 3.818 -12.362 0.202
C 0.266 -1.603 0.821
C -0.208 6.261 6.022
C 0.023 0.354 7.193
C -0.095 -9.161 -3.566
C 1.398 -5.793 2.937
C -1.733 8.069 -0.836
C 1.177 5.483 -3.664
C 1.342 -0.269 -1.124
C 0.924 4.551 6.951
C -0.876 4.957 5.670
C 1.369 1.419 -3.055
C 4.091 -10.883 0.269
C -3.721 6.865 -7.836
C -0.313 5.977 -3.670
C -4.499 6.928 -6.547
C 5.233 -10.481 1.165
C 0.769 -10.393 -3.470
C 1.523 1.225 -1.540
C -0.599 0.027 4.798
C 2.859 -11.015 -2.920
C 1.678 3.156 -4.904
C -0.346 -4.405 3.221
C -2.286 9.077 0.138
C 3.523 -9.057 1.457
C 0.758 -11.073 -2.126
C -3.790 9.177 0.165
C 1.139 4.615 -4.938
C 0.261 -6.228 2.047
C -4.144 5.867 -5.538
H -2.325 7.151 -0.885
H 2.455 3.029 -5.654
H -2.021 0.551 6.386
H -4.456 4.882 -5.885
H 2.362 -5.805 2.441
H 4.223 -10.481 -0.735
H 1.283 -1.996 0.781
H 0.322 1.541 -3.333
H 0.537 -1.648 2.936
H -0.565 -1.040 5.022
H 0.382 -5.830 1.034
H -1.723 7.700 5.524
H -0.137 0.454 0.276
H -1.739 4.732 6.302
H -5.577 6.923 -6.738
H 1.731 0.531 -3.574
H -0.712 6.313 -2.714
H 0.084 -8.644 -4.509
H -0.425 -2.418 0.604
H -2.624 0.239 4.049
H 3.706 -12.783 1.204
H 0.745 -10.371 -1.288
H -0.592 8.233 6.779
H 1.460 -6.372 3.861
H 0.821 -8.222 1.488
H -0.838 1.830 5.899
H -1.169 4.895 4.624
H 6.199 -10.510 0.668
H 4.628 -12.882 -0.308
H -0.057 -11.785 -2.013
H -4.163 9.603 -0.766
H 0.507 -0.017 2.260
H 2.248 3.360 -2.752
H 0.704 1.177 7.400
H 0.757 1.790 -1.008
H 5.280 -11.067 2.086
H -0.792 -0.729 -0.830
H -1.848 10.066 -0.027
H 3.233 2.291 -3.710
H 0.636 -0.466 6.817
H -1.804 -1.771 3.001
H -0.465 -0.018 8.092
H -4.159 6.194 -8.571
H -1.150 -9.427 -3.508
H -3.076 5.849 -5.353
H -0.918 -7.919 1.457
H -0.317 6.847 -4.329
H -2.670 6.602 -7.686
H 0.464 6.587 5.223
H -1.840 7.065 7.177
H 0.853 2.520 -5.211
H 2.206 -0.530 -0.516
H -0.094 -8.133 2.993
H -4.115 9.806 0.993
H 2.489 1.582 -1.185
H 1.267 -0.921 -1.990
H -1.605 8.470 -1.839
H 2.896 -12.555 -0.327
H -2.002 -0.549 1.668
H 1.820 6.347 -3.742
H 0.135 -8.457 -2.765
H 0.393 0.393 4.549
H -1.442 1.225 3.207
H 1.762 5.127 -5.671
H 1.262 5.001 -2.696
H -4.245 8.196 0.310
H -4.631 6.070 -4.584
H 0.513 -11.095 -4.269
*
```

---

No. 7
ORCA calculation (ωB97M-V with the def2-TZVPD basis set) on an isolated ion of composition C6H12NO and charge -1 at a distorted geometry.

Properties
E_LUMO in eV: 3.668
ΔE to the lowest compared entry with this formula, charge and spin in eV: 0.4455
HOMO in eV: -2.364
SMILES string: C=CCCCNC[O-]

The geometry in ORCA input format:
```
! wB97M-V def2-TZVPD RIJCOSX def2/J DEFGRID3
* xyz -1 1
O -1.480 -1.001 2.948
N -0.566 -1.404 0.772
C 0.940 0.304 -1.708
C 0.123 0.959 0.632
C 0.639 0.584 -2.960
C -0.518 -1.611 2.252
C 0.949 1.347 -0.617
C -0.995 -0.085 0.410
H 0.672 -0.161 -3.761
H -1.250 -0.029 -0.645
H 0.610 2.302 -1.013
H -0.361 1.851 1.044
H -1.188 -2.102 0.385
H -0.518 -2.725 2.373
H 0.387 1.570 -3.344
H 0.764 0.576 1.421
H -1.861 0.260 0.987
H 1.995 1.390 -0.335
H 0.520 -1.302 2.569
H 1.138 -0.720 -1.409
*
```